Record 1
A cluster of 2 separate species, C2H4FIO in total at a distorted geometry, computed with ωB97M-V/def2-TZVPD.

The geometry in XYZ format:
```
9
Properties=species:S:1:pos:R:3
I 3.1013 -0.1155 -0.0999
F 0.1038 2.3723 0.0497
O 0.3317 -0.7523 0.4134
C 1.0779 -0.1278 -0.4284
C -1.0650 -0.5259 0.3210
H 0.6797 0.5579 -1.1674
H -1.4540 -0.8898 -0.6343
H -1.5221 -1.0694 1.1422
H -1.2532 0.5505 0.4037
```

Results
- LUMO: -1.771 eV
- Relative energy (zero: lowest compared OMol25 entry of this formula, charge and spin): 71.26 kcal/mol
- Orbital gap: 0.2614 Eh

Record 2
A cluster of 2 separate species, C2H4FN in total at a distorted geometry, computed with ωB97M-V/def2-TZVPD.

The geometry in XYZ format:
```
8
Properties=species:S:1:pos:R:3
F -0.8842 -1.0884 -0.6817
N -0.4894 1.1611 -0.6804
C 0.9669 -0.2319 0.6899
C -0.1519 0.0246 -0.3236
H 0.5201 -0.9024 1.4969
H 1.2255 0.7740 1.1276
H -2.8269 1.2456 -1.8464
H 1.6399 -0.9826 0.2177
```

Results
- LUMO (spin up / spin down): 0.614 / -1.164 eV
- Relative energy (zero: lowest compared OMol25 entry of this formula, charge and spin): 105.71 kcal/mol
- Orbital gap (spin up / spin down): 0.4267 / 0.3462 Eh

Record 3
An isolated molecule of C2H4FN at a distorted geometry, computed with ωB97M-V/def2-TZVPD.

The geometry in XYZ format:
```
8
Properties=species:S:1:pos:R:3
F -2.0161 -0.6691 -0.0310
N -1.0027 1.4670 0.0214
C -0.9277 0.1098 0.0023
C 0.3795 -0.5715 0.0222
H 1.1493 0.1772 0.1717
H -1.9692 1.7869 -0.0024
H 0.4127 -1.3125 0.8209
H 0.5456 -1.0908 -0.9242
```

Results
- LUMO: 1.024 eV
- Relative energy (zero: lowest compared OMol25 entry of this formula, charge and spin): 0.00 kcal/mol
- Orbital gap: 0.4299 Eh

Record 4
The ion C2H4FN2O with charge +1 at a distorted geometry, computed with ωB97M-V/def2-TZVPD.

The geometry in XYZ format:
```
10
Properties=species:S:1:pos:R:3
F 0.1210 1.6101 1.2494
O 0.4814 -0.5234 0.5864
N -0.4757 -0.1220 -2.1656
N -0.6072 -0.5777 -0.0402
C -1.1122 -0.7412 -1.2817
C 0.8099 0.4444 1.4567
H -2.2085 -1.2262 -1.3523
H 0.6828 0.0945 2.4761
H 1.8169 0.8167 1.3849
H 0.4916 0.2250 -2.3137
```

Results
- Charge: +1
- LUMO (spin up / spin down): -7.727 / -8.262 eV
- Relative energy (zero: lowest compared OMol25 entry of this formula, charge and spin): 80.67 kcal/mol
- Orbital gap (spin up / spin down): 0.3147 / 0.2857 Eh

Record 5
An isolated molecule of C2H4FN3O2 at a distorted geometry, computed with ωB97M-V/def2-TZVPD.

The geometry in XYZ format:
```
12
Properties=species:S:1:pos:R:3
F 1.8472 1.2293 -0.6996
O 1.5351 -1.8132 0.5878
O -1.5794 1.2113 0.3610
N 0.2765 -0.0537 0.1774
N -1.7518 -0.8057 -0.7522
N 0.4758 -1.3798 0.2040
C -1.0933 0.2063 -0.0776
C 1.2740 1.0100 0.4879
H 0.6494 1.8592 0.7201
H -2.6031 -0.5093 -1.1755
H 2.1256 0.6494 1.2674
H -1.1562 -1.6036 -1.1009
```

Results
- LUMO: 0.154 eV
- Orbital gap: 0.3737 Eh

Record 6
A cluster of 2 separate species, C2H4FNO in total at a distorted geometry, computed with ωB97M-V/def2-TZVPD.

The geometry in XYZ format:
```
9
Properties=species:S:1:pos:R:3
F -2.4934 -0.8236 -0.2017
O -1.5488 0.7121 -1.5659
N 0.0375 -0.5493 0.5322
C 1.1538 0.3020 0.4612
C -1.5670 0.0718 -0.5855
H 1.1310 1.0331 1.3331
H 1.3531 0.9227 -0.4982
H -0.1189 -1.3265 -0.0801
H 2.0527 -0.3424 0.6049
```

Results
- LUMO (spin up / spin down): -0.159 / -0.159 eV
- Relative energy (zero: lowest compared OMol25 entry of this formula, charge and spin): 75.11 kcal/mol
- Orbital gap (spin up / spin down): 0.3572 / 0.3571 Eh

| no. | E (eV) |
| --- | --- |
| 1 | -15000.67476 |
| 2 | -6341.41574 |
| 3 | -6345.99962 |
| 4 | -9869.40366 |
| 5 | -13419.36686 |
| 6 | -8390.99034 |